(1)
ORCA calculation (ωB97M-V/def2-TZVPD) on 2 unconnected molecules or ions with the total composition C2H5BrFPS2 at a distorted geometry.

```
! wB97M-V def2-TZVPD RIJCOSX def2/J DEFGRID3
* xyz 0 1
C -0.51589 1.38440 0.21886
C 0.87243 0.92756 0.69329
F -1.01552 0.41206 -0.66326
P -1.77808 -2.78963 -0.41115
S -1.80517 -2.80581 -2.33469
S 2.26070 1.47388 -0.29608
Br -0.37054 -4.25979 0.40705
H -1.12411 1.45186 1.24419
H -0.58485 2.36634 -0.24018
H 0.93903 1.47135 1.69788
H 1.00802 -0.07964 0.80885
H 2.11400 0.44741 -1.12478
*
```

Computed properties:
- Frontier orbital gap: 7.83 eV
- SMILES string: S=PBr.FCCS
- DFT total energy: -105874.12102 eV

(2)
ORCA calculation (ωB97M-V/def2-TZVPD) on 2 unconnected molecules or ions with the total composition C2H5BrNO2 at a distorted geometry.

```
! wB97M-V def2-TZVPD RIJCOSX def2/J DEFGRID3
* xyz 1 1
C -0.87685 1.13697 -0.45676
C -1.51384 0.20115 0.16676
N -0.77679 -0.67770 0.99718
O -0.18764 1.89815 -0.95030
O 2.43414 0.58107 -1.14755
Br 2.46965 -1.05083 -0.35196
H -2.64236 0.09069 0.07932
H 2.86140 0.64148 -2.03104
H 0.18667 -0.71385 0.74480
H -1.04539 -1.60298 0.94157
H -0.90899 -0.50416 2.00796
*
```

Computed properties:
- Frontier orbital gap: 9.71 eV
- DFT total energy: -77772.39394 eV

(3)
ORCA calculation (ωB97M-V/def2-TZVPD) on C2H5BrNP in the gas phase at a distorted geometry.

```
! wB97M-V def2-TZVPD RIJCOSX def2/J DEFGRID3
* xyz 0 3
C -0.56361 0.40958 0.57684
C -0.04188 0.14987 -0.88478
N 0.58566 -0.89690 -1.19515
P 1.60617 -2.28767 -1.05787
Br 3.36326 -3.41518 -2.41323
H -1.43352 -0.24577 0.64947
H 0.07487 -0.02841 1.41275
H -0.80753 1.46973 0.77205
H -0.41111 0.89354 -1.56566
H 2.47604 -1.37905 -0.58769
*
```

Computed properties:
- Frontier orbital gap (alpha / beta): 7.25 / 6.38 eV
- DFT total energy: -82972.51906 eV
- <S²>: 2.0156

(4)
ORCA calculation (ωB97M-V/def2-TZVPD) on 2 unconnected molecules or ions with the total composition C2H5BrO2P at a distorted geometry.

```
! wB97M-V def2-TZVPD RIJCOSX def2/J DEFGRID3
* xyz -1 1
C 2.05259 -0.91401 0.40364
C 1.15260 -1.29801 1.22638
O -2.62742 2.05004 -0.44608
O -0.16972 1.75012 -0.72562
P -1.42582 1.58307 -1.50696
Br -1.73448 -0.70952 -1.36560
H -3.43697 1.74769 -0.87740
H 2.68582 -0.03049 0.54000
H 2.26673 -1.48110 -0.46594
H 0.84412 -0.67307 2.09140
H 0.39255 -2.02471 1.12618
*
```

Computed properties:
- Frontier orbital gap: 7.38 eV
- DFT total energy: -85583.90884 eV

(5)
ORCA calculation (ωB97M-V/def2-TZVPD) on 2 unconnected molecules or ions with the total composition C2H5BrS at a distorted geometry.

```
! wB97M-V def2-TZVPD RIJCOSX def2/J DEFGRID3
* xyz 0 1
C -0.17514 -0.13960 -1.13458
C 0.21647 -0.00908 0.31972
S -1.16646 0.18282 1.44672
Br 1.66270 1.27892 0.34825
H 0.03423 0.83133 -1.68815
H 0.37604 -0.89235 -1.54260
H -1.32102 -0.26773 -1.07201
H 0.85925 -1.69367 0.84845
H -0.48607 0.70936 2.47420
*
```

Computed properties:
- Frontier orbital gap: 8.58 eV
- DFT total energy: -83029.19668 eV

(6)
ORCA calculation (ωB97M-V/def2-TZVPD) on C2H5BrS in the gas phase at a distorted geometry.

```
! wB97M-V def2-TZVPD RIJCOSX def2/J DEFGRID3
* xyz 0 1
C 0.60542 0.55613 -0.51042
C -1.79659 -0.22090 0.57347
S -1.16955 0.90908 -0.72966
Br -3.58518 0.22102 1.11238
H 0.77977 0.24178 0.51516
H 1.15485 1.47118 -0.70881
H 0.91073 -0.22432 -1.20165
H -1.03175 -0.01359 1.47226
H -1.76685 -1.25438 0.23784
*
```

Computed properties:
- Frontier orbital gap: 9.70 eV
- SMILES string: CSCBr
- DFT total energy: -83032.30564 eV

(7)
ORCA calculation (ωB97M-V/def2-TZVPD) on a molecular structure, C2H5Ca2O4Rb at a distorted geometry.

```
! wB97M-V def2-TZVPD RIJCOSX def2/J DEFGRID3
* xyz 2 1
Rb -2.11369 -2.55513 -1.10054
Ca -2.32263 -1.17839 2.89246
Ca 0.66246 -0.29048 1.51831
O -0.85880 -1.95075 1.39286
H -0.73697 -2.65959 0.77523
O -0.84414 0.44226 2.93677
H -0.98455 1.01533 3.70381
C 1.15281 1.25675 -2.34006
C 0.90377 0.72438 -0.97220
O 0.07095 -0.26442 -0.81327
O 1.47099 1.23960 0.02911
H 1.08395 0.47341 -3.08818
H 2.12292 1.74015 -2.36020
H 0.39295 2.00687 -2.57411
*
```

Computed properties:
- Frontier orbital gap: 7.54 eV
- DFT total energy: -47869.20666 eV

(8)
ORCA calculation (ωB97M-V/def2-TZVPD) on C2H5Cl2NO3S in the gas phase at a distorted geometry.

```
! wB97M-V def2-TZVPD RIJCOSX def2/J DEFGRID3
* xyz 0 1
C -0.74880 -0.54412 -0.99742
C -1.69127 0.00063 0.07734
H 1.62231 0.33667 2.05371
H 1.29213 1.71502 1.16542
H -1.18845 -0.48858 -1.98164
H -0.53645 -1.58688 -0.77243
H -1.25161 -0.07563 1.06285
N 1.14265 0.70064 1.26287
O 1.68816 -1.48788 0.22103
O 2.78792 0.58163 -0.71861
O 0.44197 0.22788 -1.11092
S 1.66309 -0.08051 -0.11850
Cl -2.06136 1.70024 -0.21135
Cl -3.16030 -0.99910 0.06765
*
```

Computed properties:
- Frontier orbital gap: 11.54 eV
- SMILES string: NS(=O)(=O)OCC(Cl)Cl
- DFT total energy: -45667.52231 eV

(9)
ORCA calculation (ωB97M-V/def2-TZVPD) on a molecular structure, C2H5ClFN at a distorted geometry.

```
! wB97M-V def2-TZVPD RIJCOSX def2/J DEFGRID3
* xyz 0 1
C 0.68012 0.22890 0.13714
C -0.31962 -0.82480 -0.45056
H -0.46021 1.09472 1.65053
H -1.19229 1.47833 -0.38123
H 1.54071 0.55960 -0.48694
H 1.24256 -0.25175 1.10133
H -1.02462 -1.08613 0.50901
N -0.26253 1.33967 0.40204
F -0.69372 -0.20613 -1.65010
Cl 0.48959 -2.33242 -0.83122
*
```

Computed properties:
- Frontier orbital gap: 10.00 eV
- DFT total energy: -18881.88984 eV

(10)
ORCA calculation (ωB97M-V/def2-TZVPD) on 2 unconnected molecules or ions with the total composition C2H5ClN2 at a distorted geometry.

```
! wB97M-V def2-TZVPD RIJCOSX def2/J DEFGRID3
* xyz 0 1
C -0.77944 1.26059 -0.63167
C 1.12469 -0.96036 0.15337
N -1.57379 1.01937 0.24288
N 1.51900 0.21943 0.10762
Cl -2.50530 -0.81991 0.58377
H -0.42820 0.87345 -1.51503
H -1.79623 1.41976 1.07915
H 1.74195 -1.82988 -0.15156
H 0.26395 -1.50649 0.48446
H 2.43337 0.32406 -0.35300
*
```

Computed properties:
- Frontier orbital gap: 8.64 eV
- DFT total energy: -17653.29378 eV

(11)
ORCA calculation (ωB97M-V/def2-TZVPD) on C2H5ClN2 in the gas phase at a distorted geometry.

```
! wB97M-V def2-TZVPD RIJCOSX def2/J DEFGRID3
* xyz 0 1
C -0.70683 0.86812 0.02560
C 0.37484 -0.32822 0.18898
H -3.31498 -1.03572 -0.23902
H -1.80642 -1.32126 0.55352
H -0.32123 1.98379 0.07391
H 0.25841 -0.71754 1.17721
H 0.17873 -1.01542 -0.58546
N -2.29249 -0.63958 -0.15832
N -1.97500 0.61751 0.01072
Cl 2.16882 -0.05757 -0.07261
*
```

Computed properties:
- Frontier orbital gap: 9.87 eV
- SMILES string: N/N=C\CCl
- DFT total energy: -17655.29182 eV

(12)
ORCA calculation (ωB97M-V/def2-TZVPD) on C2H5ClN2O in the gas phase at a distorted geometry.

```
! wB97M-V def2-TZVPD RIJCOSX def2/J DEFGRID3
* xyz 0 1
C 1.61728 -0.05928 0.45338
C -1.86438 0.37102 -0.13742
N 0.85917 -1.01017 -0.22874
N 0.55046 0.39526 -0.37672
O -0.57019 0.80743 0.38972
Cl 3.23339 0.35687 -0.12690
H 1.37184 0.15450 1.62235
H -2.46654 0.19490 0.83767
H -1.63762 -0.68144 -0.47081
H -2.19826 1.07528 -0.89679
H 1.10485 -1.60436 -1.06573
*
```

Computed properties:
- Frontier orbital gap: 10.59 eV
- SMILES string: CON1N[C@H]1Cl
- DFT total energy: -19700.71050 eV

(13)
ORCA calculation (ωB97M-V/def2-TZVPD) on C2H5ClN2OS in the gas phase at a distorted geometry.

```
! wB97M-V def2-TZVPD RIJCOSX def2/J DEFGRID3
* xyz 0 1
C 1.15097 1.18793 -0.29903
C -0.74675 0.85630 1.14511
N -0.36445 -0.52903 -1.05566
N 0.03809 0.49384 0.01759
O 1.72082 1.92981 0.46983
S -0.05376 -2.16238 -0.56129
Cl -2.27161 1.76990 0.59573
H 1.63482 0.86369 -1.30174
H -0.09446 1.66460 1.63547
H -1.04627 0.07765 1.85909
H -1.42934 -0.51431 -1.29803
H 1.26395 -1.98462 -0.89062
*
```

Computed properties:
- Frontier orbital gap: 10.11 eV
- SMILES string: O=CN(CCl)NS
- DFT total energy: -30538.53447 eV

(14)
ORCA calculation (ωB97M-V/def2-TZVPD) on C2H5ClN2S in the gas phase at a distorted geometry.

```
! wB97M-V def2-TZVPD RIJCOSX def2/J DEFGRID3
* xyz 0 1
C 0.06515 0.74174 0.08369
C -1.40093 0.75300 0.33033
H 2.36431 -0.94435 -1.27380
H 0.13664 -1.26025 0.37017
H 1.54623 1.87140 -0.44036
H -1.56218 0.93902 1.37826
H -1.76921 1.60976 -0.21935
N 0.70097 -0.44839 0.22415
N 0.52943 1.91309 -0.26257
S 2.36327 -0.59437 0.04491
Cl -2.30155 -0.70159 -0.16168
*
```

Computed properties:
- Frontier orbital gap: 10.24 eV
- SMILES string: [H]/N=C(/CCl)NS
- DFT total energy: -28492.49891 eV

(15)
ORCA calculation (ωB97M-V/def2-TZVPD) on 2 unconnected molecules or ions with the total composition C2H5ClN2S at a distorted geometry.

```
! wB97M-V def2-TZVPD RIJCOSX def2/J DEFGRID3
* xyz 0 1
C 1.33380 0.83852 -0.26420
C 0.62786 -0.17671 0.66132
N 0.99321 0.48200 -1.64241
N 0.42976 -0.56281 -1.87747
S -0.15160 -1.35778 -0.49445
Cl -3.49368 -0.55458 0.15874
H 0.80608 1.84302 -0.15598
H 2.37470 0.68214 -0.28927
H 1.30389 -0.74430 1.31264
H -0.16472 0.33144 1.33332
H -4.05931 -0.78094 1.25776
*
```

Computed properties:
- Frontier orbital gap: 9.67 eV
- SMILES string: C1CSN=N1.Cl
- DFT total energy: -28491.16200 eV

(16)
ORCA calculation (ωB97M-V/def2-TZVPD) on 2 unconnected molecules or ions with the total composition C2H5ClNOP at a distorted geometry.

```
! wB97M-V def2-TZVPD RIJCOSX def2/J DEFGRID3
* xyz 0 1
C 0.22575 -1.28790 -0.58357
C 0.95269 -0.72682 -1.52003
N -1.12151 2.09767 1.43747
O -0.77022 -0.66441 0.12662
P 0.08799 1.17760 1.44761
Cl -0.19518 0.09158 3.14250
H 0.33224 -2.37649 -0.38948
H 0.96058 0.29489 -1.77180
H 1.61097 -1.35516 -2.13231
H -1.27732 2.56898 0.64177
H -0.80599 0.18006 -0.39879
*
```

Computed properties:
- Frontier orbital gap: 9.85 eV
- SMILES string: [H]/N=P/Cl.C=CO
- DFT total energy: -27502.46517 eV

(17)
ORCA calculation (ωB97M-V/def2-TZVPD) on C2H5ClO2S in the gas phase at a distorted geometry.

```
! wB97M-V def2-TZVPD RIJCOSX def2/J DEFGRID3
* xyz 0 1
C -1.46942 -0.25465 0.14708
C -0.23042 0.68593 -0.11396
O 1.46446 -1.13255 -1.08966
O 1.29359 -0.92480 1.29374
S 1.23852 -0.33394 0.02833
Cl 2.72396 1.00730 0.00429
H -1.17308 -0.93981 0.94457
H -2.45775 0.22407 0.18179
H -1.49514 -0.93534 -0.81640
H 0.24921 1.53210 0.57254
H -0.14393 1.07170 -1.15232
*
```

Computed properties:
- Frontier orbital gap: 12.02 eV
- SMILES string: CCS(=O)(=O)Cl
- DFT total energy: -29606.53170 eV

(18)
ORCA calculation (ωB97M-V/def2-TZVPD) on a molecular structure, C2H5ClOS at a distorted geometry.

```
! wB97M-V def2-TZVPD RIJCOSX def2/J DEFGRID3
* xyz 0 1
C 0.35363 0.62398 0.22518
C 0.00528 -0.81673 0.52139
O 1.01358 -1.43637 1.06723
S -1.52025 -1.23354 0.48633
Cl 2.06821 1.00431 0.72236
H -0.20781 1.22496 0.80178
H 0.22015 0.80222 -0.87533
H -1.67720 0.20602 -1.78689
H 1.81811 -0.79861 1.28000
H -2.07370 0.42376 -2.44203
*
```

Computed properties:
- Frontier orbital gap: 9.42 eV
- DFT total energy: -27558.41918 eV

(19)
ORCA calculation (ωB97M-V/def2-TZVPD) on C2H5F2NP2 in the gas phase at a distorted geometry.

```
! wB97M-V def2-TZVPD RIJCOSX def2/J DEFGRID3
* xyz 0 1
C 2.05401 1.28486 0.29519
C 1.14952 0.63369 1.36955
N -2.54313 -1.13375 -1.00556
F 1.59897 0.89999 -0.95919
F 1.73959 0.80250 2.52851
P -2.23949 -1.50902 0.59650
P -0.08276 -0.51792 1.24249
H 1.99697 2.29532 0.32106
H 3.16353 0.95173 0.21361
H -2.00132 -1.62233 -1.61777
H -0.13848 -1.22750 2.51337
H -2.77963 -0.18205 -1.26859
*
```

Computed properties:
- Frontier orbital gap (alpha / beta): 6.66 / 6.66 eV
- SMILES string: NP=[PH]=C(F)CF
- DFT total energy: -27653.78493 eV

(20)
ORCA calculation (ωB97M-V/def2-TZVPD) on C2H5F2OP in the gas phase at a distorted geometry.

```
! wB97M-V def2-TZVPD RIJCOSX def2/J DEFGRID3
* xyz 0 1
C 0.28926 0.75508 -0.19442
C -0.48782 -0.52587 0.11124
O 1.26290 0.67379 -1.22638
F -0.66484 -3.02441 0.71003
F 0.00163 -1.55633 2.45721
P 0.46961 -1.89571 0.95589
H 1.32075 -0.22567 -1.55597
H -0.43693 1.52481 -0.49071
H 0.79741 1.10953 0.71063
H -0.90918 -0.93924 -0.80919
H -1.31658 -0.30796 0.80071
*
```

Computed properties:
- Frontier orbital gap: 10.85 eV
- SMILES string: OCCP(F)F
- DFT total energy: -18927.68987 eV